1.
{"formula": "Br2O2S", "method": "the ωB97M-V functional and the def2-TZVPD basis", "total_energy_ha": -5696.541629, "symbols": ["Br", "Br", "S", "O", "O"], "xyz": [[2.343, -0.554, -0.096], [-1.124, -1.009, 0.276], [0.575, 0.762, -0.196], [-2.270, -0.905, -0.883], [0.476, 1.707, 0.899]], "mulliken_charge": [-0.012, 0.454, 0.416, -0.511, -0.348]}


2.
{"formula": "Br5HSi2", "method": "the ωB97M-V functional and the def2-TZVPD basis", "smiles": "Br[SiH](Br)[Si](Br)(Br)Br", "total_energy_ha": -13449.862753, "symbols": ["Br", "Br", "Br", "Br", "Br", "Si", "Si", "H"], "xyz": [[3.835, -0.088, 0.495], [-1.289, 0.325, 3.006], [2.938, -0.119, 4.118], [-0.637, 2.342, 0.035], [2.442, 2.739, 2.040], [2.441, 0.556, 2.098], [-0.107, 0.400, 1.092], [-0.650, -0.578, 0.081]], "mulliken_charge": [-0.199, -0.200, -0.155, -0.198, -0.159, 0.529, 0.451, -0.069]}


3.
{"formula": "Br5HSi2", "method": "the ωB97M-V functional and the def2-TZVPD basis", "total_energy_ha": -13449.843914, "symbols": ["Br", "Br", "Br", "Br", "Br", "Si", "Si", "H"], "xyz": [[1.921, -1.667, -1.679], [-2.883, 0.575, -0.005], [-1.614, -2.254, 1.686], [0.643, 1.455, -2.566], [-0.825, 1.255, 2.667], [-1.028, -0.180, 0.933], [1.294, 0.206, -0.791], [2.492, 0.611, -0.245]], "mulliken_charge": [-0.169, -0.183, -0.209, -0.181, -0.212, 0.507, 0.548, -0.101]}


4.
{"formula": "BrClFHN3O", "method": "the ωB97M-V functional and the def2-TZVPD basis", "charge": -1, "total_energy_ha": -3374.207152, "symbols": ["Br", "Cl", "F", "O", "N", "N", "N", "H"], "xyz": [[-1.328, -3.626, 0.251], [-0.759, 2.140, 0.257], [1.401, 1.518, -1.643], [0.068, 0.530, 2.326], [0.424, -0.824, -0.496], [-0.490, 0.377, 1.344], [0.058, -1.684, -1.104], [0.625, 1.569, -0.935]], "mulliken_charge": [-0.906, -0.358, -0.435, -0.089, 0.193, 0.427, -0.238, 0.406]}


5.
{"formula": "BrClFHN3O", "method": "the ωB97M-V functional and the def2-TZVPD basis", "charge": -1, "total_energy_ha": -3374.061556, "symbols": ["Br", "Cl", "F", "O", "N", "N", "N", "H"], "xyz": [[-0.986, -0.565, -1.531], [-3.055, -0.643, 0.446], [-1.648, 1.043, 2.166], [2.470, 1.045, -1.287], [2.475, 0.192, -0.524], [0.477, -1.182, -1.235], [2.749, -0.592, 0.222], [-2.483, 0.702, 1.742]], "mulliken_charge": [0.319, -0.795, -0.449, -0.545, 0.796, -0.392, -0.275, 0.341]}


6.
{"formula": "BrClFNO", "method": "the ωB97M-V functional and the def2-TZVPD basis", "total_energy_ha": -3263.777587, "symbols": ["Br", "Cl", "F", "O", "N"], "xyz": [[-2.217, 0.132, -0.017], [1.874, 0.961, 0.054], [0.116, -1.929, -0.007], [0.222, 0.842, -0.479], [-0.508, 0.223, 0.392]], "mulliken_charge": [0.211, 0.181, -0.555, -0.002, 0.165]}